The following is a quantum chemistry calculation of C4H12OSi2 in the gas phase, from the Open Molecules 2025 dataset.

Structure (XYZ):
```
19
Properties=species:S:1:pos:R:3:nbo_charge:R:1
C 2.69 -1.48 0.21 -0.351
C 2.18 -0.28 -0.01 -0.408
C 2.74 0.65 -1.09 -0.656
Si 0.53 0.25 0.86 1.427
O -0.82 0.00 -0.53 -1.284
Si -2.43 -0.12 -0.80 1.429
C -3.49 0.43 0.82 -1.065
H 2.23 -2.07 0.90 0.190
H 3.61 -1.85 -0.29 0.196
H 3.54 1.34 -0.62 0.225
H 1.99 1.40 -1.66 0.228
H 3.09 -0.02 -1.83 0.220
H 0.54 1.63 1.15 -0.202
H 0.00 -0.63 1.84 -0.195
H -2.85 0.92 -1.73 -0.198
H -2.60 -1.59 -0.68 -0.200
H -4.31 -0.24 0.92 0.220
H -2.81 0.26 1.72 0.212
H -3.83 1.39 0.82 0.210
```

SMILES string	C=C(C)[SiH2]O[SiH2]C
E_LUMO	0.64	eV
charge	0

=====

The following is a quantum chemistry calculation of 2 unconnected molecules or ions with the total composition C4H12OSi2, from the Open Molecules 2025 dataset.

Structure (XYZ):
```
19
Properties=species:S:1:pos:R:3:nbo_charge:R:1
C -1.04 -2.11 -1.36 -0.305
C -0.69 -0.81 -1.38 -0.737
C 0.64 2.54 -1.21 -0.593
C 1.11 1.65 -0.04 -0.902
O 0.50 -0.86 1.13 -1.319
Si 0.09 -1.72 2.47 1.169
Si -0.04 0.20 0.05 1.845
H -1.49 -2.63 -2.12 0.186
H -0.94 -2.85 -0.53 0.192
H -1.07 -0.11 -2.12 0.220
H 1.45 3.19 -1.42 0.212
H 0.41 1.88 -1.97 0.195
H -0.17 3.03 -0.80 0.216
H 1.08 2.14 0.84 0.236
H 2.08 1.22 -0.31 0.234
H 1.19 -1.09 3.45 -0.165
H 0.41 -3.16 1.90 -0.176
H -1.40 -1.42 2.70 -0.156
H -2.14 0.92 0.73 -0.353
```

E_LUMO	0.52	eV
charge	0

=====

The following is a quantum chemistry calculation of 2 unconnected molecules or ions with the total composition C4H12OSi2, from the Open Molecules 2025 dataset.

Structure (XYZ):
```
19
Properties=species:S:1:pos:R:3:mulliken_spin:R:1
C 2.29 -2.69 0.93 -0.149
C 1.00 -2.42 1.03 0.995
C 1.12 0.86 -1.92 0.021
C -0.34 1.03 -1.35 0.039
O 0.05 2.11 1.22 0.082
Si -2.77 0.58 0.92 0.087
Si -0.54 0.79 0.48 0.761
H 2.78 -3.64 1.08 0.064
H 2.78 -1.80 0.56 0.050
H -0.03 -2.80 1.33 0.038
H 1.47 -0.10 -1.41 0.000
H 1.34 0.87 -2.91 0.002
H 1.72 1.58 -1.28 -0.006
H -0.78 0.28 -1.88 -0.021
H -0.82 1.92 -1.61 0.017
H 0.80 2.40 1.77 -0.010
H -3.31 0.32 2.25 -0.001
H -3.62 1.61 0.48 0.033
H -3.14 -0.88 0.31 -0.001
```

multiplicity	3
E_LUMO (alpha / beta)	0.58 / -1.11	eV
charge	0

=====

The following is a quantum chemistry calculation of 2 unconnected molecules or ions with the total composition C4H12S, from the Open Molecules 2025 dataset.

Structure (XYZ):
```
17
Properties=species:S:1:pos:R:3:nbo_charge:R:1
C -2.03 1.56 -0.96 -0.619
C -0.66 0.93 -0.74 -0.515
S -0.80 -0.85 -1.05 -0.050
H -2.67 1.40 -0.09 0.213
H -2.54 1.12 -1.81 0.215
H -1.92 2.62 -1.18 0.218
H 0.08 1.32 -1.44 0.213
H -0.34 1.10 0.28 0.208
H 0.49 -1.19 -1.08 0.119
C 2.29 0.20 1.44 -0.605
C 1.61 -0.97 2.12 -0.608
H 2.49 0.99 2.17 0.201
H 1.70 0.64 0.64 0.196
H 3.29 -0.05 1.07 0.201
H 1.39 -1.78 1.43 0.207
H 2.17 -1.26 3.00 0.206
H 0.64 -0.61 2.48 0.201
```

SMILES string	CCS.CC
E_LUMO	0.93	eV
charge	0

=====

The following is a quantum chemistry calculation of 2 unconnected molecules or ions with the total composition C4H12S, from the Open Molecules 2025 dataset.

Structure (XYZ):
```
17
Properties=species:S:1:pos:R:3:nbo_charge:R:1
C 2.29 -0.86 -2.94 -0.794
S 0.88 -1.96 -3.05 0.220
C -0.43 -0.96 -2.38 -0.771
H 2.36 -0.46 -1.93 0.219
H 3.12 -1.71 -2.72 0.232
H 2.65 -0.13 -3.70 0.226
H -1.17 -1.79 -2.20 0.236
H -0.79 -0.28 -3.14 0.209
H -0.12 -0.21 -1.59 0.223
C -1.75 0.79 2.73 -0.583
C -0.40 1.23 3.36 -0.620
H -1.77 -0.16 2.42 0.192
H -2.73 1.14 3.11 0.211
H -1.71 1.32 1.59 0.172
H -0.66 2.34 3.40 0.214
H 0.47 0.80 2.68 0.213
H -0.24 0.91 4.36 0.200
```

SMILES string	CSC.CC
E_LUMO	0.82	eV
charge	0

=====

The following is a quantum chemistry calculation of 2 unconnected molecules or ions with the total composition C4H12S, from the Open Molecules 2025 dataset.

Structure (XYZ):
```
17
Properties=species:S:1:pos:R:3:nbo_charge:R:1
C 1.43 -1.00 -1.40 -0.609
C 2.18 -0.44 -0.14 -0.520
S 1.68 1.22 0.45 -0.055
H 1.12 -2.05 -1.13 0.212
H 2.07 -1.12 -2.27 0.215
H 0.64 -0.34 -1.57 0.213
H 2.30 -1.22 0.65 0.205
H 3.17 -0.41 -0.37 0.208
H 2.90 1.61 0.94 0.133
C -2.47 0.12 -0.03 -0.592
C -1.89 0.83 1.25 -0.602
H -3.10 -0.74 0.22 0.193
H -3.05 0.74 -0.57 0.197
H -1.68 -0.30 -0.53 0.194
H -2.67 1.11 1.93 0.200
H -1.12 0.19 1.65 0.207
H -1.51 1.79 0.93 0.203
```

SMILES string	CCS.CC
E_LUMO	0.82	eV
charge	0

=====

The following is a quantum chemistry calculation of 2 unconnected molecules or ions with the total composition C4H12S, from the Open Molecules 2025 dataset.

Structure (XYZ):
```
17
Properties=species:S:1:pos:R:3:nbo_charge:R:1
C -1.53 0.63 -2.81 -0.602
C -1.64 -0.22 -1.49 -0.488
S -0.59 -1.76 -1.45 -0.069
H -2.40 0.33 -3.41 0.206
H -0.74 0.45 -3.41 0.209
H -1.59 1.59 -2.41 0.212
H -1.39 0.45 -0.64 0.201
H -2.68 -0.52 -1.45 0.211
H -1.25 -2.37 -0.47 0.121
C 1.81 -0.22 1.53 -0.607
C 1.55 0.53 2.84 -0.607
H 2.02 -1.30 1.86 0.205
H 1.18 0.05 0.77 0.209
H 2.70 0.08 1.07 0.202
H 2.20 0.06 3.49 0.201
H 0.54 0.62 3.12 0.203
H 1.81 1.62 2.84 0.192
```

SMILES string	CCS.CC
E_LUMO	0.90	eV
charge	0

=====

The following is a quantum chemistry calculation of 2 unconnected molecules or ions with the total composition C4H12S, from the Open Molecules 2025 dataset.

Structure (XYZ):
```
17
Properties=species:S:1:pos:R:3:nbo_charge:R:1
C 1.28 -1.21 -1.76 -0.756
S 2.75 -0.44 -1.10 0.199
C 2.10 0.04 0.49 -0.765
H 0.76 -1.77 -0.99 0.215
H 0.57 -0.50 -2.18 0.209
H 1.53 -1.94 -2.52 0.230
H 2.14 -0.76 1.24 0.215
H 1.13 0.53 0.39 0.220
H 2.72 0.84 0.91 0.230
C -1.53 1.05 1.27 -0.615
C -2.17 0.31 0.08 -0.612
H -1.17 2.03 0.99 0.207
H -2.27 1.19 2.05 0.206
H -0.77 0.41 1.72 0.204
H -3.23 0.52 0.04 0.206
H -1.70 0.46 -0.89 0.204
H -2.13 -0.77 0.27 0.200
```

SMILES string	CSC.CC
E_LUMO	1.02	eV
charge	0

=====

The following is a quantum chemistry calculation of 2 unconnected molecules or ions with the total composition C4H12S, from the Open Molecules 2025 dataset.

Structure (XYZ):
```
17
Properties=species:S:1:pos:R:3:nbo_charge:R:1
C 1.30 -0.05 3.00 -0.734
S -0.33 0.46 2.33 0.164
C -1.18 -1.12 1.99 -0.749
H 1.69 0.87 3.45 0.227
H 2.03 -0.32 2.25 0.209
H 1.24 -0.82 3.77 0.215
H -2.18 -0.96 2.37 0.228
H -0.70 -2.04 2.32 0.226
H -1.13 -1.26 0.91 0.216
C 0.63 0.57 -2.96 -0.617
C -0.85 0.71 -2.57 -0.619
H 1.24 1.34 -2.47 0.205
H 0.87 0.79 -4.00 0.202
H 1.06 -0.40 -2.74 0.206
H -1.08 1.60 -1.99 0.211
H -1.32 0.80 -3.56 0.206
H -1.29 -0.16 -2.08 0.206
```

SMILES string	CSC.CC
E_LUMO	0.97	eV
charge	0

=====

The following is a quantum chemistry calculation of 2 unconnected molecules or ions with the total composition C4H12S, from the Open Molecules 2025 dataset.

Structure (XYZ):
```
17
Properties=species:S:1:pos:R:3:nbo_charge:R:1
C 1.12 -1.73 -1.01 -0.758
S 1.59 0.00 -0.95 0.176
C 1.20 0.43 -2.68 -0.729
H 1.79 -2.26 -0.35 0.229
H 0.09 -1.90 -0.68 0.214
H 1.18 -2.14 -2.02 0.220
H 1.93 -0.03 -3.32 0.211
H 1.23 1.50 -2.87 0.229
H 0.19 0.07 -2.87 0.213
C -1.26 1.32 2.63 -0.610
C -1.31 0.24 1.53 -0.606
H -0.52 1.00 3.38 0.200
H -0.96 2.28 2.23 0.207
H -2.19 1.31 3.18 0.203
H -0.35 -0.25 1.41 0.205
H -1.66 0.66 0.59 0.202
H -2.07 -0.51 1.79 0.196
```

SMILES string	CSC.CC
E_LUMO	1.02	eV
charge	0

=====

The following is a quantum chemistry calculation of 2 unconnected molecules or ions with the total composition C4H12S, from the Open Molecules 2025 dataset.

Structure (XYZ):
```
17
Properties=species:S:1:pos:R:3:mulliken_spin:R:1
C 0.60 -0.37 1.27 -0.034
C 1.04 2.28 0.47 -0.037
S -0.22 1.06 0.67 0.893
H 1.25 -0.88 0.55 0.036
H -0.17 -1.16 1.18 0.002
H 0.77 2.89 -0.39 0.016
H 1.05 2.82 1.42 0.061
H 2.01 1.83 0.28 0.006
H 1.00 -0.26 2.27 0.037
C -1.00 -1.26 -1.64 0.019
C -0.37 -2.63 -1.37 0.001
H -1.60 -1.23 -2.54 0.003
H -1.71 -0.94 -0.87 0.004
H -0.16 -0.56 -1.74 -0.007
H 0.71 -2.63 -1.42 0.000
H -0.83 -3.37 -2.03 0.003
H -0.56 -3.03 -0.36 -0.001
```

multiplicity	2
E_LUMO (alpha / beta)	-3.18 / -8.34	eV
charge	+1

=====

The following is a quantum chemistry calculation of 2 unconnected molecules or ions with the total composition C4H12S2, from the Open Molecules 2025 dataset.

Structure (XYZ):
```
18
Properties=species:S:1:pos:R:3:nbo_charge:R:1
C -0.88 -2.13 2.81 -0.614
C 0.35 -1.34 2.32 -0.505
S -0.07 0.42 2.17 -0.056
H -0.51 -3.07 3.24 0.214
H -1.28 -1.60 3.67 0.207
H -1.65 -2.21 2.05 0.218
H 0.70 -1.70 1.36 0.216
H 1.13 -1.41 3.07 0.208
H 0.61 0.68 1.05 0.115
C -0.74 2.43 -2.50 -0.724
S 0.09 1.22 -3.58 0.161
C 1.07 0.32 -2.35 -0.745
H -1.41 2.99 -3.14 0.228
H -1.31 1.90 -1.74 0.214
H 0.01 3.08 -2.08 0.211
H 0.86 -0.74 -2.45 0.222
H 0.90 0.67 -1.34 0.213
H 2.13 0.49 -2.54 0.218
```

SMILES string	CCS.CSC
E_LUMO	0.77	eV
charge	0

=====

Record-wise energy relative to the best compared isomer or geometry (same formula, charge and spin) values, in kcal/mol: 56.4; 90.3; 65.7; 2.6; 47.4; 23.0; 29.8; 6.0; 13.5; 6.2; 8.5; 11.5
Record-wise molar mass values, in g mol⁻¹: 132.3; 132.3; 132.3; 92.2; 92.2; 92.2; 92.2; 92.2; 92.2; 92.2; 92.2; 124.3